Entry 1:
Computed, not measured: an isolated molecule of C5H9N, with ωB97M-V with the def2-TZVPD basis set.

Structure (ORCA input):
```
! wB97M-V def2-TZVPD RIJCOSX def2/J DEFGRID3
* xyz 0 1
C -0.73965 1.01491 -0.53333
C 0.49138 0.43595 -1.18841
C 1.08399 -0.05781 0.22274
C 0.68073 -1.36370 0.55206
C -0.26850 -0.27485 1.13310
N -1.39529 0.02845 0.32532
H -1.27641 1.42223 -1.42973
H -0.59135 1.85476 -0.19132
H 1.12529 1.06178 -1.85755
H 0.19027 -0.60208 -1.87277
H 1.78102 0.56059 0.83516
H 1.11899 -2.02753 1.12493
H 0.35727 -2.21135 -0.15327
H -0.35824 -0.10414 2.25867
H -2.19949 0.26280 0.77440
*
```

Properties
* gap between HOMO and LUMO: 9.1 eV
* HOMO: -7.9 eV
* SMILES: C1C[C@@H]2C[C@@H]2N1



Entry 2:
Computed, not measured: an isolated molecule of C5H9N, with ωB97M-V with the def2-TZVPD basis set.

Structure (ORCA input):
```
! wB97M-V def2-TZVPD RIJCOSX def2/J DEFGRID3
* xyz 0 1
C 1.01372 0.75255 -2.90882
C 0.32678 0.91414 -1.77209
C 0.84415 0.52564 -0.46378
C -0.11911 0.30335 0.47560
N -0.18903 -0.75085 1.33914
C -1.13485 -0.93256 2.43487
H 0.63268 0.91043 -3.90943
H 2.07503 0.51094 -2.87289
H -0.73548 1.08441 -1.96294
H 1.76931 -0.03563 -0.38088
H -1.01539 0.89344 0.33729
H 0.67570 -1.23735 1.51865
H -2.03787 -0.32568 2.32594
H -0.65362 -0.64004 3.37096
H -1.45202 -1.97279 2.46839
*
```

Properties
* gap between HOMO and LUMO: 8.2 eV
* HOMO: -7.2 eV
* SMILES: C=C/C=C/NC



Entry 3:
Computed, not measured: a structure of composition C5H9N, with ωB97M-V with the def2-TZVPD basis set.

Structure (ORCA input):
```
! wB97M-V def2-TZVPD RIJCOSX def2/J DEFGRID3
* xyz 0 1
C 1.57914 0.93860 -0.31420
C 0.53101 -0.04408 0.28293
C -0.81619 0.55297 0.68339
C -1.63738 -0.69853 0.30703
C -0.49367 -1.11940 -0.54458
N -0.15140 -1.77392 -1.56767
H 1.84044 1.73399 0.40960
H 2.53207 0.46219 -0.58251
H 1.20047 1.44788 -1.20742
H 1.01794 -0.58638 1.11044
H 0.69824 -1.21727 -1.25417
H -0.90573 0.87584 1.71398
H -1.05301 1.37587 0.00155
H -2.60036 -0.55349 -0.18329
H -1.74157 -1.39428 1.14490
*
```

Properties
* gap between HOMO and LUMO: 10.4 eV
* HOMO: -9.3 eV



Entry 4:
Computed, not measured: an isolated molecule of C5H9N, with ωB97M-V with the def2-TZVPD basis set.

Structure (ORCA input):
```
! wB97M-V def2-TZVPD RIJCOSX def2/J DEFGRID3
* xyz 0 1
H 2.58577 1.17762 -0.33495
N 1.94858 1.01773 0.45088
C 1.21450 0.03264 0.41696
C 1.02871 -1.07433 -0.89469
C 0.00645 -0.55635 0.97804
C -1.25253 -0.08846 0.82586
C -1.63348 1.04232 -0.07396
H 0.85522 -2.12969 -0.70324
H 0.29034 -0.65110 -1.57015
H 2.01549 -1.00974 -1.35709
H 0.20746 -1.31965 1.72073
H -2.01950 -0.47156 1.48542
H -1.86649 1.94878 0.49493
H -2.52881 0.78929 -0.64554
H -0.85171 1.29248 -0.79320
*
```

Properties
* gap between HOMO and LUMO: 9.3 eV
* HOMO: -8.2 eV
* SMILES: [H]/N=C(C)/C=C\C



Entry 5:
Computed, not measured: an isolated molecule of C5H9N, with ωB97M-V with the def2-TZVPD basis set.

Structure (ORCA input):
```
! wB97M-V def2-TZVPD RIJCOSX def2/J DEFGRID3
* xyz 0 1
C 1.55239 -0.45923 0.74336
C 0.11870 0.03830 0.57011
C -0.02867 1.02587 -0.60344
C -0.88091 -1.09830 0.21251
C -1.59151 -0.76239 -1.08534
N -1.06459 0.38878 -1.43883
H 1.62168 -1.18429 1.56164
H 2.24646 0.36045 0.96240
H 1.89647 -0.95564 -0.17259
H -0.20077 0.53232 1.49425
H 0.90412 1.14320 -1.17221
H -0.36381 2.02222 -0.29320
H -1.37287 0.85825 -2.28235
H -1.63565 -1.25826 0.99192
H -0.37658 -2.06661 0.08729
*
```

Properties
* gap between HOMO and LUMO: 9.1 eV
* HOMO: -8.1 eV



Entry 6:
Computed, not measured: a cluster of 2 separate species, C5H9N in total, with ωB97M-V with the def2-TZVPD basis set.

Structure (ORCA input):
```
! wB97M-V def2-TZVPD RIJCOSX def2/J DEFGRID3
* xyz 0 1
C 1.08405 1.02595 -0.72491
N 1.72207 1.50929 -1.84345
C 0.16399 -2.12019 -0.25360
C -0.75962 -1.40283 0.29299
C -1.65137 -0.51998 0.78211
C -1.31208 0.69969 1.38580
H 0.63850 1.87277 -0.09354
H 1.49891 0.21778 -0.10535
H 0.15320 0.50971 -1.02616
H 2.70592 1.66456 -1.61213
H 0.45680 -3.12104 0.03611
H 0.66050 -1.74442 -1.14741
H -2.69824 -0.79949 0.82034
H -2.15612 1.37670 1.40047
H -0.50650 0.83150 2.08874
*
```

Properties
* gap between HOMO and LUMO: 4.2 eV
* HOMO: -6.5 eV



Entry 7:
Computed, not measured: an isolated molecule of C5H9N, with ωB97M-V with the def2-TZVPD basis set.

Structure (ORCA input):
```
! wB97M-V def2-TZVPD RIJCOSX def2/J DEFGRID3
* xyz 0 1
C 1.65013 -0.06651 0.20409
C 2.85658 0.03681 -0.21571
C -0.76540 -0.06066 0.16934
C -1.98993 -0.87942 0.05281
C -0.73291 1.37607 0.07328
N 0.46511 -0.63976 0.01093
H 3.17124 -0.34599 -1.22212
H 3.67542 0.58955 0.47410
H -2.69874 -0.76031 0.85905
H -1.72768 -1.91853 0.12702
H -2.38642 -0.78583 -0.98064
H -1.07818 1.66420 -0.98407
H 0.30204 1.58473 0.42296
H -1.40798 1.80720 0.77510
H 0.66671 -1.60154 0.23387
*
```

Properties
* gap between HOMO and LUMO (alpha / beta): 6.9 / 7.4 eV
* HOMO (alpha / beta): -6.4 / -6.6 eV



Entry 8:
Computed, not measured: an isolated molecule of C5H9N, with ωB97M-V with the def2-TZVPD basis set.

Structure (ORCA input):
```
! wB97M-V def2-TZVPD RIJCOSX def2/J DEFGRID3
* xyz 0 1
C 1.58728 0.68368 1.20005
C 0.38760 -0.15907 0.80394
C -0.58540 0.52906 -0.14506
C -1.45853 -0.52763 -0.85853
C -0.74475 -1.09303 -2.02088
N -0.13885 -1.45636 -2.93954
H 1.26629 1.61442 1.67642
H 2.24063 0.13924 1.89219
H 2.17210 0.93993 0.30890
H -0.15831 -0.52462 1.68011
H 0.74696 -1.04980 0.29927
H -1.17948 1.28006 0.39589
H -0.02758 1.07039 -0.91098
H -2.40066 -0.11846 -1.23481
H -1.70728 -1.32779 -0.14697
*
```

Properties
* gap between HOMO and LUMO: 12.4 eV
* HOMO: -11.5 eV
* SMILES: CCCCC#N



Entry 9:
Computed, not measured: an isolated molecule of C5H9N, with ωB97M-V with the def2-TZVPD basis set.

Structure (ORCA input):
```
! wB97M-V def2-TZVPD RIJCOSX def2/J DEFGRID3
* xyz 0 1
C -0.14926 1.32634 1.83298
C -0.90784 1.55989 0.79664
C -0.89295 0.98262 -0.55524
C -0.18605 -0.10276 -1.10842
C 0.77124 -0.95244 -0.24768
N 1.15753 -2.28082 -0.97037
H 0.74283 0.72994 1.95714
H -0.25346 2.23880 2.53608
H -1.64744 2.39868 0.86750
H -1.54714 1.44232 -1.30286
H -0.61975 -0.62745 -1.99425
H 1.63678 -0.18915 -0.03373
H 0.28522 -1.21384 0.68741
H 0.84291 -2.26209 -1.97356
H 0.76737 -3.05004 -0.49164
*
```

Properties
* gap between HOMO and LUMO: 9.3 eV
* HOMO: -8.7 eV
* SMILES: C=C/C=C\CN



Entry 10:
Computed, not measured: an isolated molecule of C5H9N, with ωB97M-V with the def2-TZVPD basis set.

Structure (ORCA input):
```
! wB97M-V def2-TZVPD RIJCOSX def2/J DEFGRID3
* xyz 0 1
C -1.13019 0.84237 1.03381
C -1.53435 0.45668 -0.34206
C -0.51531 -0.39665 0.45792
N 0.81674 -0.39690 -0.13579
C 1.91751 -0.76014 0.52455
C 0.79776 -0.06850 -1.43787
H -0.48577 1.70092 1.17540
H -1.87805 0.66971 1.79748
H -2.49135 0.00278 -0.55454
H -1.23977 1.15486 -1.13173
H -0.72547 -1.32461 1.00411
H 2.00919 -0.64013 1.59743
H 2.76292 -1.06984 -0.07991
H 0.00059 -0.49515 -2.03218
H 1.69555 0.32458 -1.87660
*
```

Properties
* gap between HOMO and LUMO: 7.7 eV
* HOMO: -6.7 eV



Entry 11:
Computed, not measured: an isolated molecule of C5H9N, with ωB97M-V with the def2-TZVPD basis set.

Structure (ORCA input):
```
! wB97M-V def2-TZVPD RIJCOSX def2/J DEFGRID3
* xyz 0 1
C -1.30896 0.86978 0.46621
C -1.93938 -0.31543 -0.22874
C -0.54923 -0.41153 0.31071
N 0.55892 -0.48305 -0.62394
C 1.84919 -0.79241 -0.03577
C 1.56407 0.56854 -0.52870
H -1.00779 1.70975 -0.15496
H -1.67802 1.14462 1.44688
H -2.74179 -0.86663 0.25559
H -2.04327 -0.25736 -1.30450
H -0.43949 -1.02578 1.20315
H 1.88081 -0.92309 1.04507
H 2.47905 -1.46393 -0.60922
H 1.97827 0.91831 -1.47266
H 1.39761 1.32821 0.23088
*
```

Properties
* gap between HOMO and LUMO: 10.1 eV
* HOMO: -8.8 eV
* SMILES: C1CC1N1CC1



Entry 12:
Computed, not measured: an isolated molecule of C5H9N, with ωB97M-V with the def2-TZVPD basis set.

Structure (ORCA input):
```
! wB97M-V def2-TZVPD RIJCOSX def2/J DEFGRID3
* xyz 0 1
C -0.32473 2.75579 0.09305
C -0.55678 1.53501 -0.37337
C -0.31002 0.32759 0.43953
C 0.14441 -0.84312 -0.04430
C 0.48371 -1.95762 0.90147
N 0.22829 -1.10977 -1.39495
H -0.49277 3.63640 -0.53327
H 0.01610 2.93656 1.10090
H -0.95700 1.41123 -1.37849
H -0.41362 0.45764 1.50446
H -0.38939 -2.53282 1.17776
H 0.91194 -1.57781 1.83183
H 1.21439 -2.64022 0.48871
H 0.83571 -1.79238 -1.81331
H -0.39024 -0.60649 -2.00003
*
```

Properties
* gap between HOMO and LUMO: 8.7 eV
* HOMO: -7.6 eV
* SMILES: C=C/C=C(/C)N



In eV Å⁻¹, the max |F| values for the records above are, in order, 10.43; 1.55; 4.06; 6.72; 0.61; 2.25; 3.30; 1.35; 3.98; 0.91; 0.28; 0.92.